{"formula": "C4H12N2OS", "method": "ωB97M-V/def2-TZVPD", "homo_lumo_gap_ev": 9.444, "relative_energy_kcal_mol": 72.6, "lumo_ev": 0.78, "elements": ["O", "N", "N", "S", "C", "C", "C", "C", "H", "H", "H", "H", "H", "H", "H", "H", "H", "H", "H", "H"], "coordinates": [[0.2819, -0.3733, 2.1142], [1.3291, -0.0547, -0.0739], [-1.4028, -0.0218, 0.1668], [0.1118, 0.5973, 0.9789], [1.5817, 0.7498, -1.2185], [2.5703, -0.4517, 0.5683], [-2.0217, -1.2433, 0.6111], [-2.2099, 0.9302, -0.5358], [0.6896, 0.8292, -1.7687], [1.8863, 1.7666, -1.0822], [2.3424, 0.2284, -1.8923], [2.3465, -1.2545, 1.3200], [2.9352, 0.4720, 1.1090], [3.2896, -0.9439, -0.1285], [-2.6876, -1.6647, -0.1905], [-2.5373, -1.2230, 1.5912], [-1.2776, -2.0346, 0.6698], [-1.5730, 1.8816, -0.7367], [-3.0966, 1.2020, -0.0421], [-2.5578, 0.6086, -1.4599]], "forces_ev_per_angstrom": [[-0.461, 1.958, -0.851], [-0.303, -0.276, -0.075], [1.915, 1.005, 0.547], [-1.325, -4.191, 0.113], [1.029, -0.894, -1.731], [-0.152, -0.381, 2.017], [0.077, -1.195, -0.354], [2.438, 2.313, 0.561], [-1.303, -0.029, -1.032], [0.717, 0.814, 0.631], [-0.993, 0.721, 0.902], [0.199, 0.978, -0.488], [0.651, -1.196, -0.495], [-0.593, 0.968, 0.196], [0.233, 0.833, 0.663], [0.046, 0.310, -0.512], [0.326, 0.060, 0.314], [-1.160, -1.425, 0.387], [-1.183, 0.651, 1.260], [-0.158, -1.025, -2.054]]}



{"formula": "C4H12N2S", "method": "ωB97M-V/def2-TZVPD", "homo_lumo_gap_ev": 9.302, "relative_energy_kcal_mol": 70.1, "lumo_ev": 0.99, "smiles": "C/N=N/C.CSC", "elements": ["C", "C", "C", "C", "N", "N", "S", "H", "H", "H", "H", "H", "H", "H", "H", "H", "H", "H", "H"], "coordinates": [[2.1497, 1.8446, 0.5032], [-1.1272, 2.4719, -0.5140], [0.2443, -3.6681, 0.2193], [-1.3116, -1.0599, -0.1857], [0.8873, 1.5618, 0.0701], [0.1987, 2.5697, -0.1011], [-0.3236, -2.0817, 1.0560], [2.3955, 2.7920, 0.8312], [2.8927, 1.7313, -0.3284], [2.3652, 1.1263, 1.2212], [-1.7816, 2.2455, 0.2867], [-1.4707, 1.6113, -1.1874], [-1.4792, 3.4590, -0.9273], [1.0358, -3.4489, -0.5392], [0.5213, -4.4112, 0.8381], [-0.6756, -3.8936, -0.3096], [-2.0031, -0.5824, 0.5330], [-0.6283, -0.4952, -0.7002], [-1.8896, -1.7723, -0.7659]], "forces_ev_per_angstrom": [[3.344, -0.731, -1.474], [-2.623, -0.599, -2.407], [-1.381, 4.335, -3.486], [-0.995, -3.151, 2.724], [-3.610, 0.020, -1.686], [1.763, 0.754, 0.683], [0.457, -0.304, 0.250], [-0.337, 2.365, 1.025], [-0.647, -0.543, 0.368], [0.882, -1.322, 1.425], [-0.466, 0.184, 1.532], [1.166, 1.071, 0.224], [0.505, -1.093, 0.260], [-0.540, -0.214, 0.733], [0.799, -2.175, 2.502], [0.124, -0.756, -0.256], [0.493, 0.346, -0.771], [1.107, 1.645, -1.259], [-0.039, 0.169, -0.387]]}



{"formula": "C4H12N2S", "method": "ωB97M-V/def2-TZVPD", "homo_lumo_gap_ev": 9.683, "relative_energy_kcal_mol": 53.1, "lumo_ev": 0.86, "smiles": "C=CCC.NSN", "elements": ["C", "C", "C", "C", "N", "N", "S", "H", "H", "H", "H", "H", "H", "H", "H", "H", "H", "H", "H"], "coordinates": [[3.5609, 1.1164, -1.1934], [2.6943, -0.0210, -0.6658], [1.1680, 0.0744, -0.7685], [0.1992, -0.3692, 0.1197], [-3.4145, -1.0707, 1.4910], [-4.0261, -0.8068, -1.0901], [-4.1664, 0.0680, 0.3776], [3.2838, 2.1322, -0.7853], [4.5418, 1.0071, -1.0598], [3.4083, 1.1363, -2.3238], [2.8444, -0.9685, -1.1070], [2.9378, -0.2670, 0.4244], [-2.8766, -0.4184, 2.1933], [0.8716, 0.6581, -1.6557], [-0.7966, -0.2965, -0.0659], [0.4274, -0.8243, 1.0625], [-4.2068, -1.5454, 2.0078], [-3.4201, -0.6120, -1.8572], [-4.9648, -1.0948, -1.4827]], "forces_ev_per_angstrom": [[-4.826, 1.232, -2.182], [-0.970, -0.255, 3.187], [-1.396, 0.597, 1.491], [4.814, 0.853, -1.667], [-0.446, 1.768, 1.759], [-2.839, -0.628, 0.336], [0.831, -1.179, -1.006], [0.033, -1.138, -0.376], [3.930, -0.813, 0.811], [0.161, 0.333, 1.268], [0.989, -0.957, -1.109], [-0.228, 0.568, -1.138], [-1.325, -1.872, -1.587], [-0.302, -0.557, 0.254], [-2.735, 0.418, -0.821], [0.493, -0.290, 0.290], [1.392, 0.739, -0.531], [0.802, 0.744, 0.123], [1.622, 0.439, 0.900]]}



{"formula": "C4H12N2S", "method": "ωB97M-V/def2-TZVPD", "homo_lumo_gap_ev": 9.770, "relative_energy_kcal_mol": 8.0, "lumo_ev": 0.99, "smiles": "C[C@H](CS)NCN", "elements": ["C", "C", "C", "S", "N", "C", "N", "H", "H", "H", "H", "H", "H", "H", "H", "H", "H", "H", "H"], "coordinates": [[-0.9982, -1.5220, 0.4861], [-0.6517, -0.1406, -0.0869], [-1.1224, -0.0587, -1.5450], [-2.8105, 0.6238, -1.7674], [0.7735, 0.1615, -0.0557], [1.3135, 0.5799, 1.2248], [2.7172, 0.9070, 0.9931], [-1.1010, -1.4895, 1.5675], [-1.9600, -1.8721, 0.1045], [-0.2591, -2.2887, 0.2628], [-1.1783, 0.6092, 0.4982], [-0.4768, 0.5536, -2.1476], [-1.1002, -1.0451, -2.0087], [-2.4842, 1.5192, -2.7005], [1.3370, -0.6136, -0.3849], [0.7797, 1.4597, 1.5161], [1.2361, -0.1811, 2.0042], [2.7881, 1.5577, 0.2253], [3.1974, 1.2396, 1.8144]], "forces_ev_per_angstrom": [[-0.491, 0.059, 0.352], [0.219, -0.560, -0.448], [-0.361, -0.205, -0.297], [0.011, -0.200, 0.205], [0.168, 0.258, 0.199], [0.675, 0.036, -0.637], [-0.055, -0.778, -0.062], [0.095, 0.019, 0.190], [-0.013, 0.024, -0.015], [0.181, 0.071, -0.263], [0.052, 0.244, -0.008], [0.391, 0.386, 0.072], [-0.044, -0.103, 0.094], [-0.004, 0.075, -0.030], [-0.113, -0.123, -0.105], [-0.803, 0.521, 0.440], [0.090, -0.061, 0.203], [0.049, 0.207, 0.091], [-0.048, 0.130, 0.020]]}



{"formula": "C4H12N2S", "method": "ωB97M-V/def2-TZVPD", "homo_lumo_gap_ev": 8.736, "relative_energy_kcal_mol": 49.4, "lumo_ev": 0.90, "smiles": "C=C(C)C.NSN", "elements": ["C", "C", "C", "C", "N", "N", "S", "H", "H", "H", "H", "H", "H", "H", "H", "H", "H", "H", "H"], "coordinates": [[1.8108, 0.1337, 0.9174], [-0.3881, -0.7909, 1.8332], [0.6584, -1.3443, -0.5000], [0.6623, -0.4930, 0.7528], [-2.1953, 0.9594, -1.0845], [0.1492, 1.9180, -1.8219], [-0.9588, 1.9380, -0.4921], [2.6568, 0.0847, 0.2031], [-2.7688, 1.3635, -1.8266], [1.9745, 0.8362, 1.7712], [-0.8500, 0.1372, 2.2513], [-0.0957, -1.4224, 2.6653], [-1.1585, -1.2069, 1.2083], [-0.3316, -1.7424, -0.8471], [1.0109, -0.8422, -1.3428], [1.2746, -2.2664, -0.5245], [-2.3151, 0.1620, -0.5480], [0.5452, 0.9795, -1.8615], [0.8407, 2.6155, -1.5992]], "forces_ev_per_angstrom": [[1.036, 1.937, 1.130], [-0.433, 2.070, -1.222], [-1.805, -2.149, -0.084], [1.267, -1.977, 0.416], [1.329, 2.921, -1.017], [-0.723, -0.684, 0.220], [-0.720, -0.012, -0.316], [-0.841, 0.087, 0.276], [-0.124, -0.867, 0.808], [-0.065, -0.854, -0.558], [0.622, -0.522, -0.227], [0.257, -0.251, -0.280], [-0.805, -0.764, 0.493], [0.412, 0.537, 0.632], [0.702, 1.231, -1.291], [-0.099, 0.416, 0.807], [-0.872, -1.638, 0.317], [0.441, 0.422, 0.022], [0.421, 0.098, -0.124]]}



{"formula": "C4H12N2S", "method": "ωB97M-V/def2-TZVPD", "homo_lumo_gap_ev": 10.002, "relative_energy_kcal_mol": 20.6, "lumo_ev": 0.96, "smiles": "NC[C@@H](N)CCS", "elements": ["N", "C", "C", "C", "S", "C", "N", "H", "H", "H", "H", "H", "H", "H", "H", "H", "H", "H", "H"], "coordinates": [[-1.1069, 1.5256, 0.6470], [-0.0599, 0.5149, 0.4361], [-0.7319, -0.8570, 0.2112], [0.2348, -2.0157, 0.0203], [-0.6931, -3.5585, -0.2625], [0.8289, 0.9222, -0.7637], [1.1286, 2.3700, -0.8136], [-1.6123, 1.2659, 1.4846], [-0.6329, 2.3724, 0.9310], [0.5579, 0.4401, 1.3515], [-1.4943, -0.9054, 0.9976], [-1.3238, -0.8367, -0.7449], [0.7647, -1.8901, -0.9644], [1.0614, -2.2460, 0.6874], [-0.7117, -3.8935, 1.0037], [1.8335, 0.2817, -0.6939], [0.4241, 0.5941, -1.7259], [0.6043, 2.9643, -0.1658], [0.9286, 2.9517, -1.6356]], "forces_ev_per_angstrom": [[0.157, -0.185, 0.108], [0.124, -0.111, -0.437], [-0.091, 1.149, -0.754], [0.233, -0.484, -1.660], [0.177, 0.007, -0.488], [1.725, -0.438, -0.154], [-0.047, 1.237, 0.411], [-0.304, -0.136, 0.029], [-0.201, 0.230, -0.018], [0.112, -0.072, -0.369], [0.344, -0.850, 0.111], [0.425, 0.266, 0.834], [-0.529, 0.168, 0.818], [-0.317, 0.463, 0.622], [-0.200, -0.364, 0.768], [-1.813, 1.530, 0.055], [-0.463, 0.046, 0.195], [0.392, -0.953, 0.316], [0.277, -1.504, -0.386]]}